1.
Here is the molecule C32H53N2O5P3S at a distorted geometry from the Open Molecules 2025 dataset. Energies are from the ωB97M-V functional and the def2-TZVPD basis.

Properties
electronic energy: -85967.6406 eV
HOMO: -8.145 eV
frontier orbital gap: 8.25 eV
maximum force: 1.42 eV/Å
LUMO level: 0.10 eV

CARTESIAN COORDINATES (ANGSTROEM)
S -1.480 0.226 1.459
P -7.511 -0.100 -0.440
P -0.658 6.288 -0.317
P 0.292 6.104 -2.268
O -8.435 0.497 0.734
O -0.241 7.098 -3.205
O 0.061 4.599 -2.765
O 1.880 6.252 -2.029
O -7.617 0.981 -1.591
N -3.440 2.363 1.711
N -7.907 -1.521 -0.951
C 1.465 -4.934 3.086
C -2.743 -2.208 -0.093
C 2.882 0.402 -3.292
C 0.949 -0.993 -4.009
C 0.019 2.298 0.414
C -2.239 2.811 1.152
C -3.979 1.214 1.109
C 2.413 -1.384 4.406
C 3.246 1.765 2.265
C -2.044 4.140 0.765
C -1.481 -3.035 -2.233
C -0.837 4.547 0.210
C 1.274 -3.588 3.810
C -5.312 1.166 0.711
C -3.156 0.096 0.879
C -5.814 0.023 0.111
C 0.207 3.627 0.047
C -1.197 1.902 0.968
C 2.570 -2.786 3.796
C 3.258 -0.314 3.690
C -0.011 -2.962 -2.668
C 4.042 1.589 -0.194
C 1.242 -4.770 1.568
C -1.868 -1.855 -1.314
C 0.211 -2.326 -4.045
C 4.213 0.324 -1.030
C 4.378 1.392 1.300
C -4.998 -1.086 -0.125
C -3.648 -1.055 0.239
C 2.436 0.582 2.789
C 2.203 -0.945 -3.138
C 4.191 0.598 -2.545
H 1.260 -0.766 -5.029
H 3.648 2.266 3.140
H 0.385 6.813 0.471
H -2.086 -2.405 0.748
H 4.710 2.349 -0.583
H 0.389 -3.972 -2.683
H -5.945 2.025 0.886
H 0.530 -3.024 3.254
H 0.931 -3.741 4.828
H -2.855 4.841 0.905
H 2.594 2.474 1.765
H -3.336 -3.085 -0.308
H 1.863 -5.435 0.982
H 2.011 0.009 1.964
H -4.120 3.103 1.798
H 0.274 -0.188 -3.731
H -5.390 -1.960 -0.615
H 5.179 -0.107 -0.787
H 0.536 -2.439 -1.892
H 1.416 -3.745 1.260
H -0.753 -2.144 -4.510
H 1.906 -1.050 -2.097
H 4.032 -0.820 3.128
H 1.142 3.934 -0.385
H -8.701 -1.896 -0.452
H 2.865 -1.754 -3.431
H -2.140 -3.005 -3.094
H 2.485 -5.267 3.244
H 3.119 0.498 -4.352
H 0.799 1.567 0.276
H 2.713 -1.441 5.444
H 1.599 0.959 3.369
H 1.365 -1.117 4.329
H 2.398 5.768 -2.680
H 5.227 2.024 1.534
H -2.436 -1.141 -1.906
H -8.498 -0.182 1.416
H 4.697 0.376 1.510
H 3.471 -0.403 -0.706
H 2.177 1.200 -3.071
H -0.972 -1.341 -1.003
H 4.444 1.649 -2.657
H -8.114 0.539 -2.291
H -1.693 -3.973 -1.728
H 0.413 4.470 -3.653
H 2.934 -2.715 2.775
H 0.733 -3.022 -4.694
H 3.303 -3.358 4.361
H 3.005 1.907 -0.258
H 0.761 -5.672 3.452
H 4.996 0.037 -3.010
H 0.200 -4.983 1.351
H 3.713 0.317 4.449

---

2.
Here is a cluster of 2 separate species, C16H19BF5N3O4 in total at a distorted geometry from the Open Molecules 2025 dataset. Energies are from the ωB97M-V functional and the def2-TZVPD basis.

Properties
charge: +2
electronic energy: -43812.2834 eV
HOMO: -14.251 eV
frontier orbital gap: 6.59 eV
maximum force: 1.11 eV/Å
LUMO level: -7.66 eV

CARTESIAN COORDINATES (ANGSTROEM)
F 0.960 7.466 1.387
F 1.410 6.688 -0.606
F 3.040 7.200 0.764
F 2.431 5.298 2.434
F 0.461 4.970 1.553
O 4.737 2.304 0.589
O 0.598 4.044 -1.149
O 1.259 2.181 -0.110
O 4.127 2.361 -1.677
N -1.889 0.358 -0.461
N -1.862 -6.587 0.362
N 2.272 4.182 0.474
C 1.799 6.692 0.672
C -2.350 -1.782 -1.349
C -1.867 -8.054 0.594
C -1.489 -0.186 0.695
C -1.495 -1.553 0.869
C -1.922 -2.379 -0.165
C -3.060 -4.616 -0.153
C -2.319 -0.413 -1.471
C -0.720 -4.519 0.308
C 1.310 3.541 -0.338
C 1.754 5.258 1.272
C -3.013 -5.976 0.040
C -0.726 -5.885 0.486
C -1.837 1.830 -0.645
C 3.525 4.438 -0.262
C -1.902 -3.856 -0.008
B 4.205 2.995 -0.462
H -2.247 -8.546 -0.297
H -0.856 -8.388 0.797
H 1.786 1.744 -0.787
H -4.009 -4.157 -0.396
H -2.829 2.185 -0.911
H -1.170 -1.960 1.816
H -1.512 2.289 0.281
H 0.214 -3.984 0.413
H -2.691 -2.373 -2.187
H 3.364 4.984 -1.188
H -2.505 -8.263 1.449
H -1.121 2.053 -1.431
H 0.170 -6.433 0.733
H 5.427 2.830 0.997
H -3.890 -6.602 -0.048
H 4.181 5.011 0.379
H 4.039 3.029 -2.359
H -2.628 0.093 -2.375
H -1.161 0.489 1.472

---

3.
Here is a structure of composition C5H9CsO3 at a distorted geometry from the Open Molecules 2025 dataset. Energies are from the ωB97M-V functional and the def2-TZVPD basis.

Properties
electronic energy: -12015.7948 eV
HOMO: -4.345 eV
relative energy (zero: lowest compared OMol25 entry of this formula, charge and spin): 3.701 eV
frontier orbital gap: 3.47 eV
maximum force: 2.73 eV/Å
LUMO level: -0.87 eV

CARTESIAN COORDINATES (ANGSTROEM)
Cs 0.871 2.318 2.146
O -2.340 0.032 -1.203
O 3.500 0.195 2.210
O -0.628 1.000 -2.032
C -1.214 0.615 -0.933
C -3.193 -0.370 -0.111
C 5.177 0.621 0.647
C 4.650 -0.174 1.836
C -4.012 -1.574 -0.511
H -3.825 0.500 0.103
H -5.017 -1.483 -0.076
H 0.227 0.552 -2.177
H 6.040 0.085 0.218
H -2.562 -0.573 0.765
H 5.565 1.588 1.010
H 4.428 0.802 -0.151
H -4.112 -1.637 -1.602
H -3.554 -2.500 -0.138

---

4.
Here is a structure of composition C2H5IN2O2S at a distorted geometry from the Open Molecules 2025 dataset. Energies are from the ωB97M-V functional and the def2-TZVPD basis.

Properties
electronic energy: -28162.9534 eV
HOMO: -9.024 eV
relative energy (zero: lowest compared OMol25 entry of this formula, charge and spin): 1.659 eV
frontier orbital gap: 8.84 eV
maximum force: 5.55 eV/Å
LUMO level: -0.19 eV

CARTESIAN COORDINATES (ANGSTROEM)
I 2.053 -0.790 0.087
S -2.033 0.725 0.204
O -1.197 1.070 -0.925
O -1.313 0.577 1.455
N 2.697 1.115 0.370
N -1.950 -1.512 -0.506
C -1.136 -2.087 0.282
C 2.248 2.145 -0.190
H -0.469 -2.808 0.151
H 1.485 2.080 -0.940
H -1.926 -1.726 -1.496
H 2.760 3.139 0.060
H -1.217 -1.928 1.448

---

5.
Here is the molecule C3H2ClNS at a distorted geometry from the Open Molecules 2025 dataset. Energies are from the ωB97M-V functional and the def2-TZVPD basis.

Properties
electronic energy: -27983.2879 eV
HOMO (spin up / spin down): -8.231 / -8.278 eV
relative energy (zero: lowest compared OMol25 entry of this formula, charge and spin): 7.473 eV
frontier orbital gap (spin up / spin down): 6.57 / 6.32 eV
maximum force: 2.49 eV/Å
LUMO level (spin up / spin down): -1.66 / -1.96 eV

CARTESIAN COORDINATES (ANGSTROEM)
Cl 1.075 2.516 -0.556
S -1.234 -1.051 -0.267
N -0.372 -0.683 1.124
C 0.477 0.340 1.197
C -0.393 -1.189 -1.624
C 0.605 1.410 0.460
H 0.950 0.232 2.162
H -1.108 -1.574 -2.496

---

6.
Here is a cluster of 12 separate species, C48H128B4F16N8O16 in total at a distorted geometry from the Open Molecules 2025 dataset. Energies are from the ωB97M-V functional and the def2-TZVPD basis.

Properties
charge: +4
electronic energy: -142702.6511 eV
HOMO: -16.033 eV
frontier orbital gap: 8.77 eV
maximum force: 2.56 eV/Å
LUMO level: -7.27 eV

CARTESIAN COORDINATES (ANGSTROEM)
F 1.015 6.306 -24.734
F -7.373 -2.083 -24.068
F 0.739 -1.988 -26.283
F -6.023 -0.328 -24.316
F -5.864 -2.039 -25.823
F -7.710 -0.667 -25.821
F 0.026 4.531 -23.709
F 0.549 -0.574 -20.036
F -0.673 0.962 -21.225
F -0.211 4.768 -25.973
F 1.245 0.174 -22.151
F 1.031 -2.604 -24.029
F -0.799 -3.274 -25.216
F 1.345 1.483 -20.220
F 1.223 -4.158 -25.667
F 1.832 4.276 -25.196
O -1.850 5.028 -19.878
O -5.330 -3.937 -27.599
O 5.570 1.938 -23.664
O 0.667 -4.383 -29.992
O 5.368 3.443 -28.314
O -4.470 3.756 -24.528
O 3.502 4.076 -20.479
O 8.271 4.552 -30.301
O -2.480 0.207 -26.429
O 3.584 -0.696 -27.236
O -1.670 -2.383 -20.355
O -8.269 0.607 -28.976
O 2.491 1.199 -24.386
O -0.697 1.597 -16.741
O -7.630 6.350 -22.942
O -0.026 0.114 -30.920
N 4.826 -0.462 -24.675
N 0.129 -2.303 -31.958
N -7.487 -2.181 -28.287
N -0.151 0.045 -24.698
N 7.470 1.986 -29.616
N -7.173 4.035 -24.539
N 0.862 4.554 -19.354
N -1.452 -0.620 -18.064
C -5.163 2.692 -25.111
C -2.447 -1.765 -18.231
C 4.654 3.358 -27.066
C -7.313 -3.639 -28.840
C -1.563 3.673 -19.529
C -3.288 -0.469 -27.357
C -3.155 3.825 -25.028
C -1.531 -0.116 -24.141
C 3.410 -0.964 -28.631
C -7.978 7.627 -22.446
C -0.242 3.677 -18.767
C -8.705 5.674 -23.580
C -8.389 4.230 -23.719
C -0.897 -3.196 -21.200
C 2.601 2.408 -23.638
C 1.142 4.406 -20.834
C -6.634 -1.171 -29.105
C 5.125 2.300 -29.073
C -0.969 -2.853 -31.079
C 5.178 -0.347 -23.201
C -2.606 -0.437 -25.168
C -1.904 -2.891 -19.076
C 6.215 0.853 -23.050
C -0.401 -0.823 -16.956
C 8.369 5.885 -30.880
C 8.641 3.531 -31.186
C -6.585 2.622 -24.563
C 2.525 4.786 -21.221
C -0.598 -4.261 -30.541
C -1.293 2.050 -15.542
C -0.321 -1.177 -32.878
C 3.935 -1.643 -24.951
C -0.527 0.992 -29.935
C 3.937 -1.864 -26.474
C 6.109 2.201 -30.244
C -4.014 -4.477 -27.434
C -2.482 5.751 -18.794
C -6.949 0.213 -28.632
C 0.239 0.555 -16.669
C 0.205 1.438 -25.188
C -8.572 1.811 -28.284
C 4.848 4.353 -20.776
C 1.683 1.404 -25.532
C 6.449 3.021 -23.972
C -5.898 -4.215 -28.852
C 8.730 2.185 -30.474
C -0.868 -0.033 -32.041
C 0.699 -3.973 -28.631
B 0.620 0.508 -20.939
B -6.726 -1.313 -25.015
B 0.633 4.963 -24.900
B 0.557 -2.992 -25.289
H -7.255 -2.163 -27.292
H -1.756 0.695 -23.449
H -8.212 3.838 -22.718
H 2.709 5.865 -21.262
H -4.353 -0.408 -27.115
H 7.465 2.557 -28.765
H -2.375 6.795 -19.071
H -7.941 -4.245 -28.190
H -0.471 2.309 -14.869
H 0.453 -0.243 -23.916
H -8.455 -1.896 -28.420
H -7.744 -3.533 -29.834
H -1.920 1.269 -15.106
H -3.379 -1.371 -18.630
H 0.248 -4.719 -27.975
H -0.292 3.895 -17.702
H 5.439 3.566 -20.314
H -1.186 -2.139 -30.284
H 4.880 -2.263 -26.860
H 2.821 -0.106 -28.959
H 0.623 -0.863 -33.322
H -3.913 -4.476 -26.351
H -1.899 -2.849 -31.648
H 2.806 -1.832 -28.905
H -9.172 3.659 -24.217
H -1.900 2.946 -15.660
H -8.828 6.222 -24.520
H -2.580 -3.754 -19.048
H 0.429 -3.022 -32.616
H 8.693 1.376 -31.201
H -8.696 7.571 -21.625
H -6.032 -5.271 -29.109
H 0.402 5.031 -21.334
H 0.234 2.698 -18.829
H 3.726 2.810 -27.217
H -0.485 1.671 -25.995
H -1.431 3.079 -20.434
H -7.066 8.137 -22.149
H -0.953 -0.480 -18.959
H 7.116 0.476 -23.547
H 5.314 2.845 -26.361
H -1.197 0.532 -29.206
H 7.015 3.276 -23.074
H -5.282 2.918 -26.180
H 4.263 -2.594 -24.534
H 5.768 -0.478 -25.063
H 3.211 -2.648 -26.702
H -3.623 -0.312 -24.782
H -1.043 -1.532 -33.608
H 0.218 -3.017 -28.399
H 0.989 0.738 -17.442
H -8.684 1.622 -27.214
H 4.994 4.297 -21.863
H 1.903 2.259 -26.170
H 0.873 3.389 -21.117
H 6.069 3.965 -24.361
H 5.966 3.166 -30.724
H -5.651 -1.508 -28.775
H 0.563 5.499 -19.117
H -1.410 -4.396 -29.820
H 1.707 -3.805 -28.254
H 4.432 0.422 -25.011
H 3.006 3.264 -24.179
H -7.274 4.362 -25.499
H 2.953 -1.464 -24.516
H -9.493 2.196 -28.717
H -5.230 -3.826 -29.630
H -0.829 0.900 -32.607
H -1.017 -1.184 -16.134
H 0.842 0.515 -15.758
H -3.220 -0.064 -28.371
H 5.124 5.378 -20.520
H 5.753 -1.265 -23.071
H 4.294 -0.372 -22.569
H -9.606 5.746 -22.966
H -0.809 -4.904 -31.397
H -1.007 -3.398 -18.698
H 9.425 6.150 -30.816
H 1.621 2.687 -23.244
H -6.777 0.234 -27.553
H 7.964 3.440 -32.041
H -7.258 2.051 -25.200
H -0.588 -2.670 -22.100
H 0.101 2.169 -24.388
H -3.287 -3.888 -27.999
H -1.890 -0.267 -31.727
H -6.419 4.628 -24.176
H -6.144 0.832 -29.047
H -2.154 5.589 -17.762
H -4.737 1.693 -25.004
H 0.947 -2.007 -31.433
H -2.603 4.549 -24.430
H -1.467 -4.089 -21.470
H 1.993 0.589 -26.193
H -2.979 -1.511 -27.484
H 6.479 1.050 -22.010
H 7.843 6.549 -30.200
H 3.158 2.174 -22.733
H 7.999 5.887 -31.904
H -1.474 -0.946 -23.435
H -3.520 5.430 -18.667
H -3.103 4.277 -26.024
H -2.437 3.229 -19.048
H 0.290 1.465 -29.388
H -1.010 1.879 -30.355
H 5.153 1.365 -28.497
H 0.045 -3.592 -20.803
H 4.514 4.343 -26.626
H -6.722 -1.307 -30.181
H -2.653 -2.095 -17.213
H 7.103 2.626 -24.756
H 9.655 2.108 -29.906
H 5.788 1.313 -30.782
H -1.847 0.301 -17.869
H -2.678 2.844 -25.000
H 2.587 4.573 -22.295
H 4.393 -0.996 -29.104
H 7.561 1.080 -29.155
H -2.592 -1.522 -25.315
H 0.096 -0.724 -25.339
H 1.738 4.389 -18.860
H -7.814 2.577 -28.477
H -3.929 -5.515 -27.768
H -6.643 2.243 -23.545
H 9.623 3.798 -31.589
H 4.121 2.381 -29.505
H 0.348 -1.534 -17.294
H -8.469 8.185 -23.249

---

7.
Here is a cluster of 3 separate species, C5H11NO2 in total at a distorted geometry from the Open Molecules 2025 dataset. Energies are from the ωB97M-V functional and the def2-TZVPD basis.

Properties
electronic energy: -10947.8263 eV
HOMO: -8.421 eV
relative energy (zero: lowest compared OMol25 entry of this formula, charge and spin): 1.441 eV
frontier orbital gap: 9.12 eV
maximum force: 1.63 eV/Å
LUMO level: 0.70 eV

CARTESIAN COORDINATES (ANGSTROEM)
O 1.434 1.028 2.997
O -0.124 -1.503 -3.428
N -1.664 1.333 -0.104
C 1.161 -1.030 -0.352
C -0.090 -0.254 -0.017
C -0.585 0.792 -0.777
C -1.793 0.736 1.126
C -0.762 -0.156 1.232
H -0.106 -2.087 -2.656
H 1.887 -0.490 0.259
H -0.367 1.280 -1.713
H -2.403 1.113 1.928
H -2.235 2.063 -0.492
H 1.153 -2.060 0.006
H 1.417 -1.051 -1.401
H 0.718 1.322 2.420
H 2.031 0.744 2.313
H -0.427 -0.666 2.122
H 0.757 -1.114 -3.464

---

8.
Here is a structure of composition C14H9BF4FeN3O5S from the Open Molecules 2025 dataset. Energies are from the ωB97M-V functional and the def2-TZVPD basis.

Properties
charge: -1
electronic energy: -86152.8956 eV
HOMO (spin up / spin down): -5.775 / -5.778 eV
frontier orbital gap (spin up / spin down): 8.06 / 8.06 eV
maximum force: 0.58 eV/Å
LUMO level (spin up / spin down): 2.28 / 2.28 eV

CARTESIAN COORDINATES (ANGSTROEM)
Fe 0.635 -0.535 0.445
S -0.907 -0.349 -3.892
F 3.330 -1.786 2.465
F 2.768 -0.628 0.537
F 1.403 -0.508 2.339
F 3.489 0.496 2.430
O -3.753 -0.157 4.400
O -0.900 3.053 1.363
O -1.185 -3.893 1.855
O 0.087 -2.561 0.559
O 0.368 1.452 0.415
N -1.389 -1.978 -1.794
N -1.066 -0.440 1.347
N 0.373 -0.482 -1.635
C 2.145 2.295 -4.204
C -0.807 -2.807 1.451
C 1.043 0.471 -2.418
C -0.634 -0.991 -2.290
C -2.848 -0.221 3.385
C 2.178 1.186 -2.049
C -1.399 0.767 1.784
C -2.426 -1.481 2.972
C 1.017 1.591 -4.584
C -2.318 0.926 2.801
C -1.505 -1.540 1.946
C 0.483 0.684 -3.681
C 2.715 2.088 -2.948
C -0.582 1.894 1.148
B 2.817 -0.611 1.995
H -2.573 1.926 3.131
H 2.615 1.046 -1.073
H 0.567 1.742 -5.556
H 3.593 2.654 -2.662
H -3.882 0.768 4.644
H -2.192 -2.320 -2.286
H -1.072 -2.379 -0.902
H -2.772 -2.385 3.451
H 2.584 3.010 -4.887